Record 1
A 2-piece molecular cluster, C27H29N2O2 overall, computed with ωB97M-V with the def2-TZVPD basis set.

Cartesian coordinates (Å):
C: -5.40683 -1.26161 2.13933
C: -4.48429 -2.44772 1.84710
C: -3.12542 -1.82089 1.80084
C: -3.27131 -0.45815 2.17312
O: -4.55708 -0.07372 2.37721
C: -2.15970 0.38783 2.33682
C: -0.91119 -0.14610 2.13397
C: -0.72603 -1.46415 1.60004
C: 0.52462 -2.01305 1.25697
C: 1.80071 -1.43892 1.48316
C: 2.88267 -2.31834 1.78236
C: 4.14514 -1.79889 1.97842
C: 4.37754 -0.41169 1.76738
O: 5.68777 -0.05504 1.85488
C: 6.44384 -1.26791 2.22663
C: 5.45669 -2.43879 2.29780
C: 3.33937 0.47172 1.44484
C: 2.07211 -0.03887 1.34107
C: -1.87849 -2.30777 1.47447
H: -6.05270 -1.02673 1.28512
H: -6.02605 -1.41033 3.03144
H: -4.57025 -3.19336 2.64611
H: -4.74541 -2.94005 0.90751
H: -2.32535 1.41179 2.66088
H: -0.04716 0.44794 2.42634
H: 0.49910 -3.05658 0.93496
H: 2.69140 -3.38954 1.88953
H: 7.22096 -1.42593 1.46869
H: 6.91157 -1.06462 3.19767
H: 5.46943 -2.88845 3.29498
H: 5.71563 -3.22243 1.57945
H: 3.56801 1.51507 1.24337
H: 1.25908 0.63327 1.07895
H: -1.76020 -3.35016 1.16681
C: -1.91358 2.29483 -0.67835
N: -1.82616 2.28845 -2.10975
C: -2.82189 3.02792 -2.84872
C: -2.26544 3.07172 -4.28330
C: -0.79498 2.62733 -4.19877
C: -0.50665 2.46501 -2.69107
C: 0.36735 1.28859 -2.33481
C: -0.16270 -0.00028 -2.45276
C: 0.61940 -1.08301 -2.06404
C: 1.92816 -0.82282 -1.61863
N: 2.39247 0.40750 -1.44380
C: 1.69309 1.44448 -1.89245
H: -1.10659 1.69491 -0.23646
H: -1.84051 3.31315 -0.25088
H: -2.86806 1.85411 -0.35863
H: -3.79901 2.53092 -2.78527
H: -2.95728 4.05172 -2.44755
H: -2.81354 2.37095 -4.91869
H: -2.37407 4.07706 -4.69678
H: -0.66343 1.66561 -4.70726
H: -0.09964 3.34857 -4.63254
H: -0.02642 3.39808 -2.32312
H: -1.16564 -0.13759 -2.86010
H: 0.24260 -2.10512 -2.04916
H: 2.59254 -1.64737 -1.36730
H: 2.15180 2.43742 -1.87803

Computed properties:
- ΔE to the lowest compared entry with this formula, charge and spin (eV) = 0.956
- Kohn-Sham gap (eV) = 5.6
- charge = +1
- LUMO (Ha) = -0.1807

***

Record 2
A 2-piece molecular cluster, C25H31 overall, computed with ωB97M-V with the def2-TZVPD basis set.

Cartesian coordinates (Å):
C: -4.98743 -2.48506 -0.59360
C: -3.64535 -1.86386 -1.01074
C: -3.37261 -2.09660 -2.50558
C: -3.43464 -0.38656 -0.47777
C: -2.94194 -1.03916 0.85404
C: -2.45568 -2.22413 -0.03361
C: -1.10938 -1.85520 -0.63386
C: 0.03695 -2.79709 -0.62715
C: -1.01009 -0.63084 -1.14802
C: -2.19782 0.29480 -1.15719
H: -5.18317 -2.32848 0.46574
H: -5.81311 -2.04548 -1.15397
H: -4.98430 -3.55977 -0.77552
H: -2.42129 -1.67782 -2.82456
H: -3.34797 -3.16193 -2.72929
H: -4.15066 -1.64728 -3.12098
H: -4.35934 0.21441 -0.41610
H: -2.12223 -0.48621 1.33095
H: -3.73130 -1.28378 1.57761
H: -2.52750 -3.23024 0.41337
H: -0.20234 -3.72377 -0.10021
H: 0.32431 -3.05303 -1.64964
H: 0.89791 -2.34106 -0.13397
H: -0.06921 -0.30009 -1.55342
H: -2.44163 0.59679 -2.18137
H: -1.95526 1.21828 -0.61982
C: 5.11984 -3.12129 1.05847
C: 4.12869 -2.01998 1.18333
C: 3.10162 -2.06613 2.12081
C: 2.18210 -1.05015 2.22273
C: 2.24425 0.07994 1.37864
C: 1.29105 1.11394 1.55663
C: 1.17074 2.38981 0.95122
C: 0.08353 3.21281 1.31791
C: -0.08721 4.45695 0.76041
C: 0.79690 4.94817 -0.19522
C: 0.61437 6.28965 -0.81002
C: 1.88042 4.15819 -0.54959
C: 2.08000 2.92731 0.01668
C: 3.26649 0.08475 0.40742
C: 4.18751 -0.92600 0.33272
H: 5.87614 -2.88832 0.30621
H: 5.63240 -3.28661 2.00644
H: 4.62762 -4.04736 0.75916
H: 3.02901 -2.92083 2.76924
H: 1.39712 -1.10756 2.95876
H: 0.53794 0.90037 2.29460
H: -0.61135 2.85778 2.06144
H: -0.91185 5.07447 1.06878
H: 1.37863 6.48597 -1.56476
H: -0.35913 6.35878 -1.29603
H: 0.68560 7.07203 -0.05381
H: 2.58764 4.52421 -1.27328
H: 2.99246 2.42873 -0.22774
H: 3.31428 0.83586 -0.35084
H: 4.96827 -0.87234 -0.40561

Computed properties:
- ΔE to the lowest compared entry with this formula, charge and spin (eV) = 0.652
- Kohn-Sham gap (eV) = 5.3
- charge = +1
- LUMO (Ha) = -0.2051

***

Record 3
C51H45CaNO3P2SSe2Te2 as an isolated structure, computed with ωB97M-V with the def2-TZVPD basis set.

Cartesian coordinates (Å):
Ca: 10.88536 10.31712 12.47044
O: 14.25123 15.22305 11.39925
C: 15.49622 15.05213 10.75556
C: 16.01435 16.01551 9.90977
C: 17.35654 16.10593 9.58030
C: 18.17556 15.13067 10.10210
C: 17.69880 14.10807 10.91401
C: 16.34733 13.97672 11.19674
P: 15.65692 12.55467 12.06392
C: 16.87896 11.20820 11.76588
C: 17.30845 11.07136 10.42876
C: 18.19939 10.04840 10.11664
C: 18.57727 9.06992 11.04898
C: 18.16031 9.19208 12.33946
C: 17.30089 10.24899 12.70973
C: 16.07958 12.98230 13.77212
C: 17.40290 12.90850 14.21399
C: 17.76881 13.25846 15.51733
C: 16.82309 13.55149 16.46720
C: 15.47800 13.53017 16.05085
C: 15.13516 13.31387 14.70524
C: 13.86483 16.38791 12.05256
C: 14.75280 17.22073 12.68794
C: 14.45139 18.52587 12.98933
C: 13.19636 19.05493 12.73990
C: 12.25890 18.24314 12.13029
C: 12.52156 16.92700 11.79987
P: 11.14166 15.89954 11.11877
C: 10.73695 16.65790 9.55076
C: 11.36075 16.11274 8.39735
C: 10.89827 16.50194 7.14843
C: 9.89258 17.44653 7.03986
C: 9.44682 18.13082 8.18065
C: 9.85757 17.75069 9.44345
C: 9.75962 16.34729 12.28098
C: 10.03988 16.74502 13.60324
C: 9.02334 17.27805 14.40156
C: 7.75552 17.40496 13.89495
C: 7.38448 16.87108 12.63971
C: 8.41468 16.27969 11.86566
H: 15.28770 16.70324 9.54840
H: 17.78532 16.89816 8.98912
H: 19.21180 15.23419 9.88562
H: 18.36979 13.31562 11.21420
H: 16.97276 11.78261 9.66838
H: 18.60655 10.10245 9.08417
H: 19.17438 8.22101 10.69961
H: 18.38760 8.50541 13.17443
H: 16.95914 10.32960 13.73441
H: 18.23020 12.59073 13.54232
H: 18.80413 13.13580 15.74679
H: 17.10429 13.78963 17.46524
H: 14.62196 13.76815 16.73508
H: 14.08145 13.47953 14.36333
H: 15.71489 16.82642 13.03434
H: 15.22364 19.20197 13.38901
H: 13.11547 20.05789 13.08710
H: 11.25453 18.65887 12.01720
H: 12.04070 15.25295 8.50163
H: 11.29798 15.97102 6.24536
H: 9.48478 17.65712 6.03944
H: 8.69025 18.90805 8.12468
H: 9.41868 18.19039 10.35824
H: 11.05849 16.62413 13.92000
H: 9.31462 17.54800 15.39749
H: 6.99947 17.98096 14.48750
H: 6.32680 16.74831 12.35490
H: 8.13157 15.73668 10.96386
Se: 10.51848 12.71417 10.71729
Te: 6.65336 13.07884 12.26179
Te: 8.24423 11.49799 10.80122
Se: 8.32584 9.07658 11.68871
O: 10.18125 11.04826 14.34592
S: 10.26326 10.81661 15.84955
C: 10.70151 12.25656 16.73603
C: 10.17958 13.52863 16.49208
C: 10.17575 14.51271 17.51948
C: 10.67800 14.19209 18.79755
C: 11.20535 12.91377 19.02560
C: 11.24192 11.95450 18.01111
C: 8.56775 10.75610 16.39782
C: 7.46297 11.33721 15.74430
C: 6.24972 11.37059 16.44767
C: 6.09163 10.69751 17.66209
C: 7.20134 10.09528 18.29473
C: 8.39256 10.06390 17.61771
H: 9.84867 13.81538 15.47180
H: 9.72788 15.46837 17.31699
H: 10.68417 15.04450 19.48430
H: 11.60531 12.66268 20.03070
H: 11.67294 10.98657 18.21664
H: 7.58310 11.70858 14.73521
H: 5.44138 11.99154 16.01706
H: 5.12431 10.49234 18.14959
H: 7.06769 9.70407 19.31502
H: 9.35558 9.65256 17.96863
C: 11.62651 7.38679 10.36764
N: 12.59100 6.89065 11.29838
C: 12.91611 5.47893 11.33449
C: 13.04967 7.68646 12.28664
O: 12.64645 8.86712 12.53323
H: 11.58671 6.67002 9.51538
H: 11.99440 8.36434 10.02395
H: 10.62064 7.55690 10.83129
H: 12.41069 4.98161 10.50913
H: 12.64460 5.02802 12.31245
H: 14.00739 5.43728 11.25726
H: 13.87268 7.19213 12.82764

Computed properties:
- ΔE to the lowest compared entry with this formula, charge and spin (eV) = 3.993
- Kohn-Sham gap (eV) = 5.8
- LUMO (Ha) = -0.0081

***

Record 4
One molecule with the formula C3H8N2, computed with ωB97M-V with the def2-TZVPD basis set.

Cartesian coordinates (Å):
H: -1.87279 1.19165 2.44292
N: -1.31766 0.40370 2.13659
C: -0.43736 0.73941 1.27599
N: 0.51876 -0.10694 0.80518
C: 1.00719 -0.08954 -0.56976
C: -0.01575 -0.68663 -1.53227
H: -0.42337 1.77099 0.90610
H: 0.26171 -1.00335 1.21627
H: 1.91209 -0.68739 -0.41523
H: 1.22524 0.95421 -0.85377
H: 0.38521 -0.97407 -2.51445
H: -0.76598 0.09689 -1.72844
H: -0.47731 -1.60893 -1.16914

Computed properties:
- structure (SMILES) = [H]/N=C/NCC
- ΔE to the lowest compared entry with this formula, charge and spin (eV) = 1.400
- Kohn-Sham gap (eV) = 10.1
- LUMO (Ha) = 0.0402